C29H84BN14O13Pd as an isolated structure at a distorted geometry. Source: the OMol25 dataset; level of theory: wB97M-V/def2-TZVPD.

The geometry in XYZ format:
```
142
Properties=species:S:1:pos:R:3:forces:R:3
Pd -1.00906 -2.87092 -2.62839 0.8182 -0.9416 -0.0542
B -0.03557 -1.08268 -1.54870 -0.6647 -0.0296 -0.0773
H -0.96749 -0.55872 -1.40299 -3.3836 1.9740 0.0552
H 0.17371 -1.23879 -2.59563 0.8890 -0.1459 -4.1384
H 0.80446 -0.56775 -1.10889 2.9667 1.3891 1.4312
H -0.07062 -2.04987 -1.07166 0.0411 -3.4199 2.5936
C -3.50014 8.24965 1.96448 0.3789 -0.1231 1.2132
O -3.80332 7.39219 0.91937 0.5568 -0.3637 -0.2407
C -5.07752 6.76031 1.04354 0.9620 0.8420 -1.8264
C -5.10996 5.87609 -0.21189 0.8686 0.0489 0.3810
N -4.03745 4.84318 -0.12402 -1.2236 -0.5162 -0.4658
C -3.80117 3.98990 -1.29353 0.0987 -1.4021 1.1172
C -4.78254 2.77718 -1.37739 -0.3605 0.7535 -0.0149
O -4.47997 1.63366 -0.57750 0.1546 -0.0348 -0.7028
C -3.53409 0.75073 -1.18378 0.1339 0.1142 1.1399
H -3.24131 7.65432 2.84008 -0.3337 -0.0805 0.5317
H -4.33645 8.90705 2.20221 -0.0351 0.2204 0.0477
H -2.58640 8.82631 1.82084 -0.1991 0.0987 -0.7721
H -5.76321 7.60013 0.93119 -0.7680 -0.3031 0.1865
H -5.23155 6.24309 1.99057 0.1853 -0.1746 0.0264
H -4.90372 6.48860 -1.08962 -0.0356 0.5277 0.0142
H -6.14422 5.56306 -0.35475 0.1738 -1.0366 0.1237
H -3.15753 5.21175 0.20763 -0.3338 0.5639 -0.0703
H -2.81793 3.54481 -1.14109 0.2070 -0.1859 0.2898
H -3.64529 4.43344 -2.27693 -0.7163 0.7285 -0.1734
H -4.93667 2.53830 -2.42966 0.3925 -0.5578 -0.2565
H -5.78854 3.06645 -1.07343 0.0614 0.2995 0.3508
H -3.42951 -0.14775 -0.57558 -0.3807 0.0476 0.3272
H -2.54614 1.20243 -1.09419 0.1743 0.0707 -0.7649
H -3.83204 0.38825 -2.16761 0.0702 0.5001 -0.3582
C 0.31640 1.85681 0.23703 0.1410 -0.0059 0.0021
O -0.97425 2.03688 0.80985 0.2934 1.0502 -0.0159
C -0.96456 2.78449 2.02176 -0.1944 0.2701 1.3150
C -2.39682 3.02064 2.52360 -0.1894 0.1698 -1.6403
N -3.15758 1.82562 2.82555 -0.3581 -0.3650 0.3511
C -4.34310 2.11797 3.64847 0.1054 0.4801 -0.2013
C -5.44967 3.01258 3.00470 1.4494 -1.3396 -0.3403
O -6.41251 3.12991 3.98525 -1.4327 1.4584 0.7579
C -7.31980 4.23587 3.77653 0.5672 -0.2252 -0.1732
H 0.82369 0.99360 0.66786 -0.0806 -0.3023 0.0258
H 1.01985 2.67807 0.37415 -0.3455 0.5112 0.1677
H 0.19349 1.69968 -0.83456 -0.1341 -0.1004 0.1274
H -0.51121 3.76977 1.91317 0.1215 0.1703 -0.4741
H -0.35397 2.29128 2.77808 0.0972 -0.4542 0.1428
H -2.84396 3.52411 1.66646 -0.3520 0.2205 -0.2002
H -2.55610 3.73585 3.33058 0.9163 -0.0819 0.2601
H -3.48043 1.42916 1.95453 -0.0605 -0.1237 -0.3597
H -3.98209 2.71271 4.48756 -0.0241 -0.0927 0.2437
H -4.73675 1.19806 4.08079 -0.2310 -0.0260 -0.2758
H -5.85870 2.61787 2.07464 -0.0885 -0.4726 -0.1859
H -4.93231 3.91642 2.68295 -0.2808 0.6962 0.3353
H -8.09899 4.00021 3.05167 0.0321 -0.2044 -0.1689
H -6.75396 5.09285 3.41114 0.0510 0.1166 -0.1181
H -7.81542 4.56686 4.68917 0.2568 -0.5291 0.2378
C 1.58617 -2.27666 2.01766 -0.8612 1.7649 0.8688
O 2.83228 -2.06147 2.64048 0.0821 -1.3051 -0.2860
C 3.17369 -0.75917 3.07483 0.0784 -0.7138 0.7006
C 2.61143 -0.38856 4.50669 0.0890 -0.3593 -0.4086
N 2.78286 -1.34348 5.60970 0.2158 0.0112 -0.6576
C 4.11358 -1.96084 5.63517 -0.9246 -0.4110 -0.0251
C 4.23655 -2.98827 6.72566 1.0798 -0.7220 -0.0552
O 5.61076 -3.52060 6.62086 -0.9728 1.1144 1.1939
C 6.04108 -4.07885 7.89010 -0.1307 0.3680 -1.7885
H 0.80986 -1.90549 2.68674 -0.4102 -0.0782 0.2219
H 1.30362 -3.30705 1.80188 0.9298 -0.0412 -0.0375
H 1.47518 -1.62158 1.15357 0.1247 -0.2737 -0.5473
H 2.92295 -0.00303 2.33085 -0.4821 0.2593 -0.0464
H 4.25811 -0.85139 3.01452 0.1596 0.5271 0.6643
H 1.53158 -0.25358 4.44525 -0.0578 0.2594 -0.2460
H 3.03887 0.56073 4.82956 0.1321 0.1875 -0.2598
H 2.05356 -2.03381 5.50167 0.1226 -0.3605 0.0889
H 4.82060 -1.14222 5.76966 0.3121 -0.2837 -0.1599
H 4.28112 -2.58366 4.75647 0.4807 0.6304 -0.6075
H 3.56356 -3.82839 6.55428 -0.2414 -0.1435 -0.2737
H 3.91424 -2.59915 7.69147 0.7624 0.2007 0.3835
H 5.47169 -5.00742 7.93065 0.0837 -0.0346 1.1658
H 5.93492 -3.32063 8.66596 -0.4726 -0.4252 0.3415
H 7.10826 -4.29022 7.82268 -0.0734 -0.1445 -0.2314
C 5.66306 -0.04134 0.16765 -0.3851 -0.7052 -0.9120
O 4.96487 0.13919 -1.05307 -1.9792 -0.5827 -0.2502
C 3.55620 -0.37173 -1.00342 1.4942 0.6345 -1.2606
C 3.42425 -1.89748 -1.12996 1.3126 0.2358 1.2343
N 4.25038 -2.47448 -2.20118 -0.6164 1.1083 -0.2739
C 3.82633 -2.06240 -3.51766 -0.0698 -1.2918 -2.0314
C 4.51758 -2.97277 -4.55644 0.6267 -0.2700 -0.4750
O 5.96465 -2.97513 -4.51963 -1.7975 -2.1459 1.4216
C 6.61630 -1.82922 -4.86975 0.0984 1.0009 -0.8969
H 4.96892 0.20213 0.97202 0.5437 0.2590 0.4498
H 6.57934 0.54329 0.08555 -0.2498 0.2234 0.4245
H 5.95002 -1.09131 0.22500 0.1186 -0.1724 0.4861
H 3.13335 0.05988 -1.91062 -0.0568 0.1625 0.0372
H 3.03741 0.08297 -0.15950 0.0272 -0.2466 0.3220
H 2.37064 -2.17678 -1.12824 0.0691 -0.0815 -0.5977
H 3.81769 -2.34688 -0.21818 -0.0377 -0.0356 0.2631
H 5.13785 -1.99363 -2.16536 0.6332 -0.3549 0.8378
H 4.04866 -1.05799 -3.87797 -0.1477 0.6333 0.7037
H 2.76140 -2.25427 -3.64885 -0.0801 0.2787 0.1400
H 4.24587 -2.81948 -5.60084 -0.2915 0.9898 -0.1656
H 4.12959 -3.98378 -4.43227 0.7336 -0.3131 0.6381
H 7.57783 -1.81140 -4.35667 -0.1065 0.2584 0.0664
H 6.00951 -0.94375 -4.68046 0.2527 0.3392 0.3819
H 6.79641 -1.82445 -5.94475 0.2507 0.0901 -0.3488
C -1.86660 -1.57921 1.87971 2.3250 -0.0048 -2.6041
O -1.90148 -2.75752 1.61286 -0.0454 -2.5194 -1.2578
N -1.26373 -0.61985 1.17214 1.3258 0.5621 -2.3114
N -2.30299 -1.08864 2.95232 -3.1117 1.4392 6.0473
H -1.06064 0.31387 1.49930 -0.6110 -0.3726 0.1517
H -0.92793 -0.79084 0.23507 -0.1780 -0.2586 0.5228
H -2.84435 -1.69281 3.55398 0.1478 0.1902 0.0060
H -2.41700 -0.08893 3.03998 -0.1997 0.2112 0.3440
C 1.27373 0.64497 -4.62255 0.1181 -2.7466 -4.3653
O 0.97653 -0.44945 -5.11238 -0.6188 -1.0774 -1.4933
N 1.73082 1.63577 -5.32051 0.9836 2.0583 -2.7059
N 1.16528 0.83429 -3.41848 -0.8780 2.4781 7.9731
H 1.91717 1.38451 -6.28085 0.2506 0.8226 0.0926
H 2.00145 2.48801 -4.85089 0.2440 -0.1143 -0.7808
H 1.24262 1.79056 -3.10277 0.0161 -0.3632 0.5903
H 0.73186 0.13321 -2.83476 0.1064 0.1567 0.1918
C 1.24153 -3.94554 -4.85005 0.4751 3.4793 -3.2129
O 0.61494 -3.69960 -3.84501 -1.6447 -0.0932 2.8421
N 1.56519 -3.02780 -5.75886 -0.2459 2.0807 -0.2120
N 1.64260 -5.09331 -5.22631 0.4756 -5.8095 0.3493
H 2.01400 -3.19975 -6.64717 -0.1543 -0.1942 0.4443
H 1.35437 -2.07344 -5.50421 0.1112 0.4676 -0.2287
H 1.14299 -5.84141 -4.76713 0.6181 -0.4426 -0.2452
H 2.17312 -5.27649 -6.06600 -0.2715 0.0916 0.3362
C -2.56056 -1.27570 -5.10939 -0.5246 0.0249 -0.0912
O -2.05067 -1.93358 -4.23538 0.8627 -2.5953 2.7859
N -3.77390 -1.45070 -5.53369 -4.1747 -2.2663 0.1648
N -1.95596 -0.34061 -5.69897 2.7911 4.3891 -2.5819
H -4.29484 -0.95434 -6.24245 0.5430 0.0189 0.1968
H -4.26325 -2.18426 -5.04122 -0.2821 0.1674 -0.2846
H -2.46376 0.19707 -6.38683 0.5257 0.0409 0.1131
H -0.98698 -0.13503 -5.50169 0.2952 -0.1476 -0.0310
C -0.35714 -5.36018 -0.29902 0.0124 0.1773 0.1381
O -0.42013 -4.35200 -0.96880 -0.2256 2.2804 -2.9098
N -0.18326 -6.58123 -0.68737 0.7100 -3.8614 -3.4356
N -0.43811 -5.29458 0.97179 -0.3205 1.1063 4.3237
H 0.04957 -7.32537 -0.04539 -0.0125 0.3350 -0.1910
H 0.06185 -6.73992 -1.65424 -0.1446 -0.0985 0.2034
H -0.64306 -6.13119 1.49920 0.0775 0.6898 0.3338
H -0.56794 -4.34507 1.29066 -0.6980 -0.0265 0.8722
```
Positions in Å, forces in eV/Å.

total charge	+1
HOMO energy (spin up / spin down)	-0.36780 / -0.36780	Ha
<S²>	2.003
orbital gap (spin up / spin down)	7.834 / 4.969	eV
spin multiplicity	3
F_max	8.40	eV/A